A gas-phase ion, C2H3N4S2 (charge -1) at a distorted geometry. Source: the OMol25 dataset; level of theory: ωB97M-V/def2-TZVPD.

Summary:
SMILES: N=C=NC(=S)N[N-]S
energy above the lowest of the compared OMol25 structures with the same formula, charge and spin: 1.532 eV
M: 147.21 g mol⁻¹
highest occupied orbital energy: -4.17 eV
orbital gap: 7.625 eV
E: -29752.6143 eV

Geometry as ORCA input:
```
! wB97M-V def2-TZVPD RIJCOSX def2/J DEFGRID3
* xyz -1 1
C 0.3326 -1.5774 0.1869
C -0.2512 -1.2250 -2.0031
N 0.4327 -1.9023 -0.9912
N -0.8861 -0.0955 -1.5845
N -0.9987 0.1366 -0.2045
N 0.6252 -1.6172 1.3701
S -0.1674 1.5904 0.2659
S -0.1542 -1.6339 -3.6476
H -1.8046 0.1177 -1.9315
H 1.0480 1.3060 0.0179
H 0.1323 -1.0331 2.0453
*
```

***

C2H3N5O in the gas phase at a distorted geometry. Source: the OMol25 dataset; level of theory: ωB97M-V/def2-TZVPD.

Summary:
SMILES: O/N=c1\nncn[nH]1
energy above the lowest of the compared OMol25 structures with the same formula, charge and spin: 4.813 eV
M: 113.08 g mol⁻¹
highest occupied orbital energy: -8.70 eV
orbital gap: 7.453 eV
E: -11616.0172 eV

Geometry as ORCA input:
```
! wB97M-V def2-TZVPD RIJCOSX def2/J DEFGRID3
* xyz 0 1
C 0.5510 0.1475 -0.0357
C -2.0205 -0.4996 -0.0014
H 3.4758 -0.1415 -0.0164
H -3.0724 -0.7636 0.0578
H -0.2376 2.0556 0.2088
N 1.7840 0.5536 -0.0575
N 0.1776 -1.1767 -0.0253
N -1.0625 -1.5354 -0.0818
N -1.7395 0.7780 0.0734
N -0.4857 1.1431 -0.1599
O 2.6298 -0.5610 0.0380
*
```

***

2 unconnected molecules or ions with the total composition C2H3NO at a distorted geometry. Source: the OMol25 dataset; level of theory: ωB97M-V/def2-TZVPD.

Summary:
energy above the lowest of the compared OMol25 structures with the same formula, charge and spin: 2.509 eV
M: 57.05 g mol⁻¹
highest occupied orbital energy: -10.01 eV
orbital gap: 11.014 eV
E: -5657.3956 eV

Geometry as ORCA input:
```
! wB97M-V def2-TZVPD RIJCOSX def2/J DEFGRID3
* xyz 0 1
C 1.1721 1.2760 0.4976
C -0.4107 -1.5289 -0.0293
N 0.4850 2.1918 0.1786
O -0.6753 -0.3973 -0.2411
H 0.2757 -1.9677 0.7263
H -0.7970 -2.2872 -0.7770
H -0.0497 2.7134 -0.3550
*
```

***

C2H3NO in the gas phase at a distorted geometry. Source: the OMol25 dataset; level of theory: ωB97M-V/def2-TZVPD.

Summary:
SMILES: COC#N
energy above the lowest of the compared OMol25 structures with the same formula, charge and spin: 2.119 eV
M: 57.05 g mol⁻¹
highest occupied orbital energy: -11.45 eV
orbital gap: 11.924 eV
E: -5657.7859 eV

Geometry as ORCA input:
```
! wB97M-V def2-TZVPD RIJCOSX def2/J DEFGRID3
* xyz 0 1
C 1.0745 -0.6668 0.9221
C -0.5385 0.4212 -0.5271
N 1.3230 -1.4747 1.6806
O 0.8067 0.4192 -0.1187
H -1.1098 1.1608 0.0447
H -1.0146 -0.5560 -0.4169
H -0.5413 0.6964 -1.5846
*
```

***

C2H3NO in the gas phase at a distorted geometry. Source: the OMol25 dataset; level of theory: ωB97M-V/def2-TZVPD.

Summary:
SMILES: C=C=NO
energy above the lowest of the compared OMol25 structures with the same formula, charge and spin: 5.076 eV
M: 57.05 g mol⁻¹
highest occupied orbital energy: -8.45 eV
orbital gap: 8.020 eV
E: -5654.8284 eV

Geometry as ORCA input:
```
! wB97M-V def2-TZVPD RIJCOSX def2/J DEFGRID3
* xyz 0 1
C 0.3313 -0.1659 -1.2913
O 0.0711 -0.0230 1.7267
N -1.0247 0.1954 0.7713
C -0.2782 0.1186 -0.1737
H -0.2365 0.4891 2.4948
H 1.2615 -0.7163 -1.2927
H -0.1244 0.1021 -2.2351
*
```

***

2 unconnected molecules or ions with the total composition C2H3NO at a distorted geometry. Source: the OMol25 dataset; level of theory: ωB97M-V/def2-TZVPD.

Summary:
energy above the lowest of the compared OMol25 structures with the same formula, charge and spin: 6.489 eV
M: 57.05 g mol⁻¹
highest occupied orbital energy (spin up / spin down): -9.93 / -9.89 eV
orbital gap (spin up / spin down): 7.102 / 7.070 eV
E: -5653.4155 eV

Geometry as ORCA input:
```
! wB97M-V def2-TZVPD RIJCOSX def2/J DEFGRID3
* xyz 0 1
C -0.1832 -0.6353 0.2095
C -0.1088 0.3036 1.0239
N -0.3543 -1.5976 -0.4855
O 0.1445 1.8644 -0.9316
H 0.9819 1.4214 -0.6802
H -0.6783 1.0322 1.5112
H 0.1982 -2.3887 -0.6474
*
```

***

2 unconnected molecules or ions with the total composition C2H3NO at a distorted geometry. Source: the OMol25 dataset; level of theory: ωB97M-V/def2-TZVPD.

Summary:
SMILES: C#C.N=O
energy above the lowest of the compared OMol25 structures with the same formula, charge and spin: 4.902 eV
M: 57.05 g mol⁻¹
highest occupied orbital energy: -9.22 eV
orbital gap: 9.082 eV
E: -5655.0028 eV

Geometry as ORCA input:
```
! wB97M-V def2-TZVPD RIJCOSX def2/J DEFGRID3
* xyz 0 1
C -0.9739 -0.3797 -0.6427
C -0.4765 -0.1382 -1.7028
N 0.7626 0.1673 1.8808
O 1.7613 0.8320 1.9752
H -1.5037 -0.6333 0.2271
H 0.0045 0.0770 -2.6125
H 0.4257 0.0749 0.8750
*
```

***

C2H3NO in the gas phase at a distorted geometry. Source: the OMol25 dataset; level of theory: ωB97M-V/def2-TZVPD.

Summary:
SMILES: [H]/N=C/C=O
energy above the lowest of the compared OMol25 structures with the same formula, charge and spin: 4.097 eV
M: 57.05 g mol⁻¹
highest occupied orbital energy (spin up / spin down): -10.52 / -10.42 eV
orbital gap (spin up / spin down): 9.240 / 8.779 eV
E: -5655.8074 eV

Geometry as ORCA input:
```
! wB97M-V def2-TZVPD RIJCOSX def2/J DEFGRID3
* xyz 0 1
C -0.0784 0.4439 0.0156
C -0.4032 0.5447 1.4409
N 0.2133 -1.1248 -0.5143
O -0.4786 1.5767 2.0759
H -0.0507 1.3717 -0.4490
H -0.6546 -0.5012 1.7113
H 0.6277 -1.0728 -1.4900
*
```

***

C2H3NO2 in the gas phase. Source: the OMol25 dataset; level of theory: ωB97M-V/def2-TZVPD.

Summary:
SMILES: O=CNC=O
energy above the lowest of the compared OMol25 structures with the same formula, charge and spin: 0.209 eV
M: 73.05 g mol⁻¹
highest occupied orbital energy: -10.57 eV
orbital gap: 11.322 eV
E: -7707.6335 eV

Geometry as ORCA input:
```
! wB97M-V def2-TZVPD RIJCOSX def2/J DEFGRID3
* xyz 0 1
O -1.2342 -0.0655 -1.5221
C -1.1362 -0.3071 -0.3484
N -0.1631 0.2563 0.4740
C 1.1618 0.3672 0.0276
O 2.0982 0.2553 0.7764
H -1.7591 -1.0472 0.1955
H -0.2359 0.0343 1.4550
H 1.2686 0.5067 -1.0580
*
```

***

C2H3NO2 in the gas phase at a distorted geometry. Source: the OMol25 dataset; level of theory: ωB97M-V/def2-TZVPD.

Summary:
SMILES: O=CNC=O
energy above the lowest of the compared OMol25 structures with the same formula, charge and spin: 0.403 eV
M: 73.05 g mol⁻¹
highest occupied orbital energy: -10.13 eV
orbital gap: 10.651 eV
E: -7707.4400 eV

Geometry as ORCA input:
```
! wB97M-V def2-TZVPD RIJCOSX def2/J DEFGRID3
* xyz 0 1
C -1.2264 0.3105 0.0918
C 1.2627 0.2898 -0.0568
H -1.9568 1.1141 0.4136
H -0.0226 1.9092 0.0531
H 2.1006 1.0119 -0.0066
N 0.0321 0.9275 -0.0938
O -1.4596 -0.8603 -0.0865
O 1.3891 -0.9059 0.0847
*
```

***

2 unconnected molecules or ions with the total composition C2H3NO2 at a distorted geometry. Source: the OMol25 dataset; level of theory: ωB97M-V/def2-TZVPD.

Summary:
energy above the lowest of the compared OMol25 structures with the same formula, charge and spin: 3.422 eV
M: 73.05 g mol⁻¹
highest occupied orbital energy: -8.33 eV
orbital gap: 9.084 eV
E: -7704.4208 eV

Geometry as ORCA input:
```
! wB97M-V def2-TZVPD RIJCOSX def2/J DEFGRID3
* xyz 0 1
C 0.6234 0.8094 1.4266
C -0.7379 -0.4078 -1.3954
N -0.4735 0.0104 -2.4761
O 0.6036 -0.1120 2.3520
O -0.9209 -0.6350 -0.2777
H 1.6840 0.8726 1.0973
H -0.3009 -0.2360 2.6909
H -0.4779 -0.3016 -3.4176
*
```

***

C2H3NO2 in the gas phase at a distorted geometry. Source: the OMol25 dataset; level of theory: ωB97M-V/def2-TZVPD.

Summary:
SMILES: CN1OC1=O
energy above the lowest of the compared OMol25 structures with the same formula, charge and spin: 3.899 eV
M: 73.05 g mol⁻¹
highest occupied orbital energy: -10.34 eV
orbital gap: 11.060 eV
E: -7703.9441 eV

Geometry as ORCA input:
```
! wB97M-V def2-TZVPD RIJCOSX def2/J DEFGRID3
* xyz 0 1
C 1.2405 0.1322 0.8330
C -0.9299 -0.0169 -0.7169
N 0.2650 -0.6130 0.2947
O 2.3045 0.6158 0.5603
O 0.3728 -0.2042 1.7220
H -1.7451 0.0051 -0.1389
H -0.4928 0.8720 -1.0360
H -1.0151 -0.7909 -1.5182
*
```

***

C2H3NO2 in the gas phase at a distorted geometry. Source: the OMol25 dataset; level of theory: ωB97M-V/def2-TZVPD.

Summary:
SMILES: NC(=O)C=O
energy above the lowest of the compared OMol25 structures with the same formula, charge and spin: 2.710 eV
M: 73.05 g mol⁻¹
highest occupied orbital energy: -9.64 eV
orbital gap: 9.609 eV
E: -7705.1328 eV

Geometry as ORCA input:
```
! wB97M-V def2-TZVPD RIJCOSX def2/J DEFGRID3
* xyz 0 1
C 0.4663 0.2551 0.0999
C -0.8362 -0.5576 -0.1760
H 2.6549 -0.4401 0.3474
H 1.5046 -1.7003 0.4929
H -0.4840 -1.6688 -0.3313
N 1.5188 -0.6767 -0.0906
O 0.3788 1.4427 -0.0509
O -1.8898 -0.1475 0.1236
*
```

***

C2H3NO2 in the gas phase. Source: the OMol25 dataset; level of theory: ωB97M-V/def2-TZVPD.

Summary:
SMILES: O=CNC=O
energy above the lowest of the compared OMol25 structures with the same formula, charge and spin: 0.003 eV
M: 73.05 g mol⁻¹
highest occupied orbital energy: -10.42 eV
orbital gap: 11.076 eV
E: -7707.8396 eV

Geometry as ORCA input:
```
! wB97M-V def2-TZVPD RIJCOSX def2/J DEFGRID3
* xyz 0 1
O -2.2687 0.4957 -0.0898
C -1.1128 0.3637 -0.4066
N -0.1352 -0.0537 0.4909
C 1.1764 -0.2915 0.1181
O 1.6107 -0.0883 -0.9889
H -0.7075 0.5290 -1.4173
H -0.4380 -0.2420 1.4405
H 1.7800 -0.7132 0.9420
*
```

***

C2H3NO2 in the gas phase at a distorted geometry. Source: the OMol25 dataset; level of theory: ωB97M-V/def2-TZVPD.

Summary:
SMILES: O=CCN=O
energy above the lowest of the compared OMol25 structures with the same formula, charge and spin: 4.772 eV
M: 73.05 g mol⁻¹
highest occupied orbital energy (spin up / spin down): -8.54 / -8.54 eV
orbital gap (spin up / spin down): 8.072 / 8.072 eV
E: -7703.0714 eV

Geometry as ORCA input:
```
! wB97M-V def2-TZVPD RIJCOSX def2/J DEFGRID3
* xyz 0 1
C -0.4532 -0.4993 0.1246
C -0.2010 0.9755 -0.1790
N 0.8275 -1.0816 -0.1678
O 0.8880 1.3620 0.1892
O 1.8421 -0.5388 0.1986
H -0.8557 -0.5465 1.2496
H -1.2083 -1.1291 -0.5539
H -0.8394 1.4577 -0.8614
*
```

***

C2H3NO2S in the gas phase at a distorted geometry. Source: the OMol25 dataset; level of theory: ωB97M-V/def2-TZVPD.

Summary:
SMILES: O=NCC(=O)S
energy above the lowest of the compared OMol25 structures with the same formula, charge and spin: 4.122 eV
M: 105.12 g mol⁻¹
highest occupied orbital energy: -9.55 eV
orbital gap: 9.155 eV
E: -18539.3307 eV

Geometry as ORCA input:
```
! wB97M-V def2-TZVPD RIJCOSX def2/J DEFGRID3
* xyz 0 1
C -0.0667 1.1895 0.0531
C 1.3337 0.3199 0.0622
N 2.9387 0.5224 -0.2749
O -0.1639 2.3700 0.1305
O 3.6163 0.2097 0.6391
S -1.4259 0.0797 -0.0351
H 1.3360 -0.0782 1.0844
H 1.1307 -0.5016 -0.6329
H -2.3491 1.0508 0.0017
*
```

***

2 unconnected molecules or ions with the total composition C2H3NO2S at a distorted geometry. Source: the OMol25 dataset; level of theory: ωB97M-V/def2-TZVPD.

Summary:
energy above the lowest of the compared OMol25 structures with the same formula, charge and spin: 7.080 eV
M: 105.12 g mol⁻¹
highest occupied orbital energy (spin up / spin down): -11.44 / -10.19 eV
orbital gap (spin up / spin down): 9.227 / 9.068 eV
E: -18536.3723 eV

Geometry as ORCA input:
```
! wB97M-V def2-TZVPD RIJCOSX def2/J DEFGRID3
* xyz 0 1
C 1.2586 -1.1571 -1.3775
C 0.8169 -0.7859 -0.3111
N -1.7453 1.4392 0.0721
O 1.5389 0.9399 1.3511
O -0.1501 -0.8031 2.1318
S 0.3811 0.1130 1.1662
H 1.3269 -1.6546 -2.2797
H -1.1462 1.4875 -0.7529
H -2.2807 0.4211 0.0001
*
```

***

C2H3NO2S in the gas phase at a distorted geometry. Source: the OMol25 dataset; level of theory: ωB97M-V/def2-TZVPD.

Summary:
SMILES: O=C(O)/C=N/S
energy above the lowest of the compared OMol25 structures with the same formula, charge and spin: 1.422 eV
M: 105.12 g mol⁻¹
highest occupied orbital energy: -9.41 eV
orbital gap: 9.933 eV
E: -18542.0307 eV

Geometry as ORCA input:
```
! wB97M-V def2-TZVPD RIJCOSX def2/J DEFGRID3
* xyz 0 1
C 0.1831 -0.0743 0.3484
C -1.2526 0.1944 0.0541
H 3.3782 0.6363 -0.8592
H 0.3636 -0.5968 1.3147
H -2.8116 -0.7652 -0.3962
N 1.1217 0.3417 -0.4159
O -1.8879 -0.9650 -0.1816
O -1.7862 1.2453 0.0710
S 2.6917 -0.0164 0.0647
*
```

***

C2H3NO2S in the gas phase at a distorted geometry. Source: the OMol25 dataset; level of theory: ωB97M-V/def2-TZVPD.

Summary:
SMILES: C=C(S)[N+](=O)[O-]
energy above the lowest of the compared OMol25 structures with the same formula, charge and spin: 7.830 eV
M: 105.12 g mol⁻¹
highest occupied orbital energy (spin up / spin down): -8.85 / -9.75 eV
orbital gap (spin up / spin down): 7.875 / 8.298 eV
E: -18535.6227 eV

Geometry as ORCA input:
```
! wB97M-V def2-TZVPD RIJCOSX def2/J DEFGRID3
* xyz 0 1
C -0.1748 -0.7392 1.4034
C -0.0712 0.2322 -0.1734
N 1.0222 -0.0612 -1.0781
O 2.0283 -0.6274 -0.7197
O 0.7479 0.2529 -2.2226
S -1.3450 1.1712 -0.8987
H -1.1538 -0.5760 1.7617
H 0.7637 -1.1279 1.6568
H -1.8173 1.4753 0.2707
*
```

***

C2H3NO3 in the gas phase at a distorted geometry. Source: the OMol25 dataset; level of theory: ωB97M-V/def2-TZVPD.

Summary:
SMILES: O=C(O)/C=N\O
energy above the lowest of the compared OMol25 structures with the same formula, charge and spin: 3.863 eV
M: 89.05 g mol⁻¹
highest occupied orbital energy: -10.61 eV
orbital gap: 10.355 eV
E: -9752.2266 eV

Geometry as ORCA input:
```
! wB97M-V def2-TZVPD RIJCOSX def2/J DEFGRID3
* xyz 0 1
C 0.2410 0.3827 0.8700
C -0.9237 -0.2610 0.1938
H 2.6902 -0.0907 -1.1034
H 0.1035 0.6572 1.9707
H 0.3158 -0.5681 -1.2191
N 1.4746 0.5581 0.4742
O 1.5740 0.2405 -0.9097
O -0.7599 -0.5161 -1.0706
O -1.9810 -0.3039 0.8115
*
```